{
  "formula": "C28H36BCl2N3O11P3S2",
  "method": "ωB97M-V/def2-TZVPD",
  "symbols": ["C", "C", "C", "C", "N", "C", "C", "C", "C", "C", "P", "P", "O", "O", "O", "C", "P", "N", "O", "O", "C", "O", "C", "C", "C", "C", "B", "O", "O", "C", "C", "C", "C", "S", "C", "S", "N", "C", "C", "O", "C", "C", "C", "C", "C", "O", "Cl", "C", "O", "H", "H", "H", "H", "H", "H", "H", "H", "H", "H", "H", "H", "H", "H", "H", "H", "H", "H", "H", "H", "H", "H", "H", "H", "H", "H", "H", "H", "H", "H", "H", "H", "H", "H", "H", "H", "Cl"],
  "xyz": [[-6.934849, 7.266214, 3.388051], [-5.741455, 6.227773, 3.014402], [-6.339351, 4.797159, 2.608843], [-5.321560, 3.927676, 1.674660], [-5.590897, 2.465141, 1.789989], [-4.714352, 1.653345, 0.926290], [-4.009025, 2.250674, -0.350337], [-3.093102, 1.383820, -1.244994], [-2.904218, -0.120701, -0.900299], [-3.623362, -0.719377, 0.369958], [-3.357884, -2.554916, 0.702199], [-4.556082, -3.798170, -0.628498], [-5.359851, -3.015300, -1.685122], [-5.573518, -4.883371, 0.246923], [-3.500742, -4.836235, -1.529129], [-4.509084, 0.132733, 1.313634], [-5.374779, -0.449664, 2.880727], [-6.931059, -0.575392, 2.551506], [-5.030154, 0.681140, 4.132823], [-4.855714, -1.958051, 3.461359], [-1.980605, -0.982667, -1.881807], [-2.261473, -2.158534, -2.263735], [-0.654298, -0.234673, -2.416005], [-0.841135, 1.294679, -2.746145], [0.367666, 2.131498, -3.225580], [1.759571, 1.411623, -3.356178], [2.997284, 2.390690, -3.822778], [4.217953, 2.510846, -3.050257], [2.774522, 3.144581, -5.031962], [1.957467, -0.121442, -3.063613], [3.365646, -0.859927, -3.239469], [4.004119, -1.409323, -1.867009], [5.535866, -0.972815, -1.615349], [6.756965, -2.371616, -1.681258], [7.106895, -2.994227, 0.052912], [6.170971, -4.309254, 0.560537], [8.131507, -2.308388, 0.872568], [8.779377, -3.210171, 1.864919], [8.154829, -3.110252, 3.353990], [6.744327, -2.793994, 3.391751], [6.444362, -1.572811, 2.656844], [7.592090, -1.135921, 1.614673], [0.721341, -0.971125, -2.576869], [0.784398, -2.520580, -2.205588], [0.430692, -3.408684, -3.507487], [0.436978, -4.656239, -3.444867], [-0.024904, -2.674147, -5.131616], [-2.302037, 1.943643, -2.539154], [-2.773615, 2.835441, -3.292296], [-7.425951, 6.976279, 4.390717], [-6.502530, 8.326000, 3.528711], [-7.717978, 7.355669, 2.555053], [-5.113527, 6.116723, 3.976136], [-5.124568, 6.738531, 2.201291], [-6.612270, 4.134960, 3.503805], [-7.269699, 5.002524, 1.951056], [-4.236670, 4.224371, 1.886541], [-5.538742, 4.294763, 0.595539], [-6.571962, 2.310467, 1.472400], [-4.145272, 3.349179, -0.665916], [-1.974464, -2.801045, 0.353052], [-5.445367, -5.796431, -0.121861], [-2.571578, -4.715710, -1.228123], [-7.084852, -0.340950, 1.558535], [-4.217977, 1.196278, 3.888031], [-5.386430, -2.229802, 4.245062], [0.264905, 3.256047, -3.442013], [3.975291, 2.100369, -2.179989], [3.348000, 3.941528, -5.006347], [4.153563, -0.237590, -3.789056], [3.158182, -1.772235, -3.922791], [3.960533, -2.565753, -1.920288], [3.355532, -1.131421, -0.955055], [5.821606, -0.199838, -2.422338], [5.589806, -0.399831, -0.612315], [8.854101, -4.293089, 1.474132], [9.880505, -2.858677, 1.969201], [8.361546, -4.062806, 3.976499], [8.712342, -2.263718, 3.915447], [6.277266, -0.703139, 3.394808], [5.482109, -1.770018, 2.073067], [8.435270, -0.544665, 2.138064], [7.172493, -0.407689, 0.818597], [-0.012461, -2.784494, -1.411733], [1.782323, -2.869876, -1.776781], [7.291201, -5.335619, -1.543295]],
  "forces_ev_per_angstrom": [[0.5, 0.2, 0.2], [-1.0, 0.4, 1.0], [0.4, -0.2, -1.1], [-0.8, 1.8, -0.6], [1.0, 0.1, -1.9], [1.7, -1.6, -1.9], [0.6, -3.0, 0.4], [-1.1, -1.7, 2.4], [-1.8, 2.2, 1.6], [0.0, 2.6, -2.0], [0.3, 0.6, 2.1], [-2.3, -0.8, -5.4], [1.7, -1.7, 3.4], [2.5, 0.9, -1.5], [-0.8, 1.3, 2.6], [2.7, 1.7, -3.1], [-2.3, -0.4, 0.5], [2.0, 0.6, 0.0], [0.9, -1.7, -2.3], [-0.1, 2.5, -0.2], [0.0, -1.9, -1.2], [1.1, 4.4, 1.8], [1.7, 1.7, -0.5], [2.3, -1.1, -0.1], [0.1, -4.0, 0.9], [-2.4, -1.5, 0.8], [0.3, 0.2, -0.6], [-3.1, -0.5, -0.4], [1.0, -0.4, 2.7], [-2.7, 1.4, 0.5], [-0.6, -0.4, -0.2], [-0.2, -1.0, 0.4], [-0.8, 1.4, 0.6], [0.1, 0.5, 1.1], [-2.2, 0.2, 1.3], [1.6, 2.4, -0.8], [-0.7, -1.0, 0.3], [1.3, -0.6, 0.6], [0.8, 0.4, 0.3], [1.0, 0.6, -0.8], [0.0, 0.6, -0.4], [-0.5, 0.7, -0.4], [-1.0, 3.4, -0.1], [-0.6, 0.8, -0.9], [0.1, -4.6, 0.9], [0.0, 5.2, -0.2], [0.5, -0.1, 1.6], [-0.3, 1.3, -0.9], [1.7, -3.1, 3.0], [0.6, 0.4, -1.7], [-0.6, -1.6, -0.2], [1.1, -0.4, 1.2], [-0.7, 0.2, -1.7], [-0.7, -1.1, 0.9], [0.3, 1.2, -1.1], [1.3, -0.5, 1.3], [-1.4, -0.9, -0.1], [0.5, -0.5, 1.6], [0.9, -0.1, 0.7], [0.2, -2.1, 0.7], [-1.0, 0.2, -0.4], [0.0, 1.2, 0.4], [-0.8, -0.1, -0.4], [0.0, -0.1, 0.7], [-1.0, -0.6, 0.3], [0.2, 0.5, -0.7], [0.1, -2.1, 0.3], [0.7, 0.4, -1.0], [-0.3, -0.8, -0.3], [-1.4, -0.5, 0.8], [0.3, 1.5, 1.0], [0.3, 1.8, 0.2], [0.9, -0.2, -1.4], [-0.2, -1.3, 1.1], [0.0, -1.0, -1.6], [-0.5, 1.8, 0.6], [-1.6, -0.5, -0.1], [-0.7, 1.4, -1.2], [-0.7, -1.2, -0.8], [0.2, -1.2, -0.9], [1.3, 0.2, 0.9], [-1.1, -1.2, -0.8], [0.4, -1.1, 1.4], [1.2, 0.5, -1.5], [-1.2, 0.6, -0.9], [0.6, -1.5, -0.8]],
  "homo_energy_ev": -3.529,
  "total_charge": -1,
  "spin_multiplicity": 1
}

***

{
  "formula": "C24H21F5N3O2PdTe",
  "method": "ωB97M-V/def2-TZVPD",
  "symbols": ["Pd", "O", "C", "C", "C", "C", "C", "C", "C", "O", "N", "N", "C", "C", "C", "C", "C", "C", "N", "H", "H", "H", "H", "H", "H", "H", "H", "H", "H", "F", "C", "F", "C", "F", "F", "F", "C", "C", "C", "C", "C", "C", "Te", "C", "C", "C", "H", "H", "H", "H", "H", "H", "H", "H", "H", "H", "H"],
  "xyz": [[-0.436614, -0.830255, 0.276085], [4.649140, -0.926491, 0.444569], [4.802585, -0.297754, 1.622953], [6.102433, -0.059858, 2.074871], [6.312225, 0.570393, 3.285969], [5.235984, 0.976899, 4.070457], [3.948728, 0.753027, 3.613834], [3.707338, 0.125511, 2.393809], [2.313041, -0.124239, 1.900779], [2.152952, -0.946073, 0.966422], [1.377095, 0.589529, 2.537341], [0.120900, 0.371623, 2.073467], [-0.797236, 1.024738, 2.681776], [-2.231658, 0.931220, 2.336407], [-3.165096, 1.629149, 3.097564], [-4.501897, 1.550584, 2.742075], [-4.865227, 0.789142, 1.642639], [-3.864082, 0.118839, 0.949867], [-2.586924, 0.180568, 1.296101], [3.667720, -1.070336, 0.353208], [6.927434, -0.391784, 1.457916], [7.326662, 0.742811, 3.627001], [5.402347, 1.462387, 5.023304], [3.089904, 1.064694, 4.192216], [-0.510437, 1.679482, 3.502437], [-2.840796, 2.218240, 3.945289], [-5.250051, 2.079318, 3.319592], [-5.895833, 0.705668, 1.326225], [-4.090430, -0.500614, 0.088009], [1.207938, 1.321691, -0.455290], [0.461408, 0.332762, -0.978530], [1.245038, -0.401377, -1.795296], [-0.612580, 1.023808, -1.883357], [-1.348792, 1.875351, -1.163015], [-0.030258, 1.725603, -2.869553], [-1.429087, 0.136583, -2.444106], [1.089064, -8.703815, -1.005075], [0.409418, -7.378636, -0.782632], [-0.968577, -7.251530, -0.851128], [-1.607926, -6.031955, -0.631304], [-3.110883, -5.995419, -0.723458], [-0.845542, -4.894314, -0.330518], [-1.860186, -3.063688, 0.014787], [0.553298, -5.003873, -0.263872], [1.435706, -3.830123, 0.047504], [1.148433, -6.240960, -0.490394], [0.363373, -9.479948, -1.250790], [1.632573, -9.023379, -0.113112], [1.812495, -8.649042, -1.821422], [-1.572662, -8.123690, -1.082995], [-3.497236, -6.983658, -0.976953], [-3.445615, -5.281607, -1.478243], [-3.559112, -5.674797, 0.218889], [1.328577, -3.040229, -0.698825], [2.481982, -4.135391, 0.084013], [1.176158, -3.367259, 0.999808], [2.230890, -6.310123, -0.433017]],
  "forces_ev_per_angstrom": [[0.5, -0.8, 0.5], [0.0, 0.0, 0.0], [0.0, -0.1, -0.1], [0.0, 0.0, 0.0], [0.0, 0.0, 0.0], [0.0, 0.0, 0.0], [0.0, 0.1, 0.0], [-0.1, 0.0, 0.0], [0.2, 0.1, 0.2], [-0.1, 0.1, 0.0], [-0.2, -0.2, -0.2], [0.2, 0.4, -0.3], [-0.4, 0.0, 0.0], [0.6, 0.0, 0.1], [-0.2, 0.0, 0.0], [0.1, 0.0, 0.1], [0.0, -0.1, -0.1], [0.0, 0.0, 0.1], [-0.2, 0.2, -0.2], [0.0, -0.1, 0.0], [0.0, 0.0, 0.0], [0.0, 0.0, 0.0], [0.0, 0.0, 0.0], [0.0, 0.0, 0.0], [0.0, -0.1, 0.0], [0.0, 0.0, 0.0], [0.0, 0.0, 0.0], [0.0, 0.0, 0.0], [0.0, 0.0, 0.0], [0.2, 0.2, 0.0], [-1.1, 0.1, -0.2], [0.2, -0.1, -0.2], [0.6, -0.1, 0.4], [-0.1, 0.1, 0.1], [0.0, 0.1, -0.1], [-0.1, -0.1, -0.1], [0.0, 0.0, 0.0], [0.0, 0.0, 0.0], [0.0, 0.0, 0.0], [0.0, -0.1, 0.0], [0.0, 0.0, 0.0], [0.0, 0.0, 0.0], [-0.1, 0.3, -0.1], [0.0, 0.0, 0.0], [0.0, 0.0, 0.0], [0.0, 0.0, 0.0], [0.0, 0.0, 0.0], [0.0, 0.0, 0.0], [0.0, 0.0, 0.0], [0.0, 0.0, 0.0], [0.0, 0.0, 0.0], [0.0, 0.0, 0.0], [0.0, 0.0, 0.0], [0.0, 0.0, 0.0], [0.0, 0.0, 0.0], [0.0, 0.0, 0.0], [0.0, 0.0, 0.0]],
  "homo_energy_ev": -4.373,
  "total_charge": -1,
  "spin_multiplicity": 1
}

***

{
  "formula": "C22H28ClN4OOsSeSi",
  "method": "ωB97M-V/def2-TZVPD",
  "symbols": ["Os", "O", "C", "C", "C", "C", "C", "C", "C", "N", "C", "C", "N", "H", "H", "H", "H", "H", "H", "H", "Cl", "C", "C", "C", "C", "C", "C", "C", "H", "H", "H", "H", "H", "H", "Se", "C", "N", "C", "C", "N", "H", "H", "H", "H", "H", "H", "C", "Si", "C", "C", "H", "H", "H", "H", "H", "H", "H", "H", "H"],
  "xyz": [[0.627962, -0.732380, 0.448741], [-0.281824, 0.625085, -1.775260], [1.005336, 0.824731, -2.239040], [1.412917, 2.085735, -2.598576], [2.671134, 2.291557, -3.157719], [3.527208, 1.212080, -3.328620], [3.138780, -0.054065, -2.956446], [1.861158, -0.296828, -2.408362], [1.403254, -1.605784, -2.075798], [0.284113, -1.890753, -1.370595], [0.166678, -3.254708, -1.381662], [1.203926, -3.807660, -2.055506], [1.975152, -2.773825, -2.521140], [0.736790, 2.912974, -2.447545], [2.962193, 3.287822, -3.454827], [4.508336, 1.374807, -3.754946], [3.831631, -0.875704, -3.048328], [-0.645974, -3.739468, -0.872956], [1.435883, -4.829322, -2.271343], [2.931714, -2.861322, -2.821126], [-2.210546, 2.135974, 0.110221], [-2.166051, 1.675590, 1.785754], [-2.468594, 2.648144, 2.712329], [-2.424691, 2.350490, 4.065029], [-2.067478, 1.066391, 4.456214], [-1.774273, 0.102815, 3.521461], [-1.815080, 0.351376, 2.130734], [-1.510988, -0.671446, 1.163252], [-2.743332, 3.637445, 2.374351], [-2.674774, 3.110287, 4.790096], [-2.034208, 0.821915, 5.510871], [-1.501736, -0.892663, 3.844810], [-2.045891, -0.523001, 0.226762], [-1.679109, -1.680829, 1.560338], [2.407741, -2.238102, 1.046363], [1.713612, 0.721379, 5.551850], [1.644590, -0.069151, 4.353217], [1.587342, -1.505869, 4.535631], [1.342095, 0.404012, 3.177592], [1.085930, 0.551157, 2.043939], [2.617614, 0.455607, 6.108702], [0.845812, 0.529443, 6.194041], [1.736915, 1.780001, 5.307439], [2.456376, -1.838915, 5.104972], [1.611421, -1.993956, 3.561102], [0.674498, -1.791670, 5.066936], [-2.921031, -0.676277, -2.182143], [-1.481320, 0.348659, -2.878765], [-0.787740, -0.649154, -4.352072], [-2.061752, 2.039436, -3.559029], [-3.638308, -0.853313, -2.978154], [-3.449694, -0.187034, -1.373675], [-2.570855, -1.640478, -1.829746], [-1.506875, -0.717212, -5.161059], [-0.540047, -1.661031, -4.047837], [0.115732, -0.191749, -4.745710], [-2.869276, 1.925879, -4.276627], [-1.241899, 2.543345, -4.065449], [-2.410500, 2.689532, -2.762687]],
  "forces_ev_per_angstrom": [[0.1, -1.2, -0.4], [0.3, 0.5, 0.1], [0.0, 0.3, -0.3], [-0.3, -0.2, 0.2], [0.3, 0.3, -0.1], [0.1, 0.0, -0.1], [0.2, 0.0, -0.1], [-0.6, -0.7, 0.5], [0.5, 0.9, -0.8], [-0.3, 0.6, 0.9], [0.2, -0.8, -0.2], [-0.8, -0.4, 0.3], [0.5, 0.4, -0.2], [-0.2, 0.1, 0.0], [0.1, 0.1, 0.0], [0.1, 0.0, 0.0], [0.1, -0.1, -0.1], [0.0, -0.1, 0.1], [0.1, -0.2, 0.0], [-0.1, 0.0, 0.1], [-0.1, 0.1, -0.1], [0.2, -0.5, 0.0], [0.0, 0.1, 0.2], [0.0, 0.1, 0.0], [-0.1, 0.2, 0.3], [0.0, -0.1, -0.5], [-0.4, 0.7, 0.6], [0.6, -0.5, -0.7], [0.0, 0.0, 0.0], [0.0, 0.0, 0.1], [0.0, 0.0, 0.1], [0.0, -0.1, 0.0], [-0.1, -0.1, 0.1], [0.0, 0.2, -0.1], [-0.4, 0.5, -0.1], [0.0, 0.3, 0.2], [0.3, -0.1, 0.7], [-0.1, -0.5, -0.1], [-0.6, 0.6, -2.4], [0.5, -0.4, 2.2], [0.0, 0.1, 0.0], [0.0, 0.0, 0.0], [0.0, 0.0, 0.0], [0.0, 0.1, 0.0], [0.0, 0.0, -0.1], [0.0, 0.0, 0.1], [0.5, 0.6, -0.1], [-0.6, -0.5, -1.2], [-0.1, 0.4, 0.6], [0.2, -0.6, 0.3], [-0.1, 0.0, -0.3], [-0.1, 0.2, 0.2], [0.2, -0.1, 0.1], [-0.3, 0.1, -0.2], [0.1, -0.2, 0.1], [0.2, 0.1, -0.1], [-0.2, -0.1, -0.1], [0.2, 0.0, 0.0], [-0.1, 0.1, 0.2]],
  "homo_energy_ev": [-1.206, -3.742],
  "total_charge": -1,
  "spin_multiplicity": 5
}

***

{
  "formula": "C5H11N2",
  "method": "ωB97M-V/def2-TZVPD",
  "symbols": ["C", "C", "C", "C", "C", "N", "N", "H", "H", "H", "H", "H", "H", "H", "H", "H", "H", "H"],
  "xyz": [[-2.439784, -0.818485, -1.096134], [-1.084570, 1.739938, 1.030168], [1.015759, -0.244534, -0.862913], [2.178016, 0.107756, 1.319212], [1.617183, 0.552114, 0.042275], [-1.850688, -0.326780, -0.001010], [-1.377827, 0.661502, 0.451687], [-2.526816, -1.891584, -0.978195], [-3.588156, -0.492989, -0.934962], [-1.861317, 2.509205, 1.320905], [-0.071978, 1.906815, 1.366906], [0.676938, 0.292220, -1.714995], [0.811689, -1.324846, -0.690216], [-2.256407, -0.606662, -2.156258], [2.223172, 0.813115, 2.101633], [3.237651, -0.061146, 0.979927], [1.749819, -0.802891, 1.940404], [1.971054, 1.561729, -0.159935]],
  "forces_ev_per_angstrom": [[-4.3, -1.2, -3.0], [-0.6, 0.4, 0.6], [0.4, 0.8, 1.4], [1.0, -2.9, 1.2], [-0.5, -1.2, -0.4], [1.7, 2.9, 4.8], [-1.3, -0.6, -1.6], [0.2, -0.2, 0.0], [2.2, -0.5, -0.2], [0.6, -1.3, -0.5], [0.3, -0.1, -0.4], [-0.2, -0.3, -1.2], [0.1, 1.0, -0.1], [0.8, 0.8, 0.5], [0.1, 1.5, 0.6], [-0.6, -0.3, 1.1], [0.8, 1.3, -2.1], [-0.7, 0.1, -0.6]],
  "homo_energy_ev": -13.157,
  "total_charge": 1,
  "spin_multiplicity": 1
}